Record 1
114
Properties=species:S:1:pos:R:3 method="wB97M-V/def2-TZVPD" e_homo_ev="-10.02 / -10.09" multiplicity=7 charge=+1 relative_energy_ev=1.729 s2=12.6111 homo_lumo_gap_ev="7.82 / 8.04"
Tb -18.468 15.062 -1.606
S -21.222 15.250 -1.514
C -20.719 16.867 -1.230
N -19.401 17.178 -1.042
C -19.222 18.583 -0.959
C -17.980 19.245 -0.860
C -17.993 20.619 -0.605
C -19.237 21.328 -0.517
C -20.440 20.635 -0.655
C -20.429 19.279 -0.871
S -21.850 18.184 -1.097
H -17.010 18.682 -0.718
H -17.060 21.158 -0.470
H -19.293 22.439 -0.306
H -21.402 21.071 -0.549
N -16.397 16.265 -2.589
C -16.453 16.143 -4.097
C -17.857 16.513 -4.472
N -18.829 15.576 -3.888
H -16.276 17.247 -2.388
H -15.521 15.812 -2.296
H -16.151 15.135 -4.453
H -15.780 16.873 -4.547
H -17.890 16.576 -5.559
H -18.109 17.547 -4.127
H -18.723 14.622 -4.242
H -19.824 15.814 -4.044
C -13.707 17.056 2.268
C -13.471 16.411 0.922
C -14.282 15.119 0.561
C -15.531 15.035 1.424
C -16.202 16.419 1.713
C -15.211 17.401 2.468
P -16.800 13.889 0.725
C -16.212 12.100 0.352
C -15.331 11.413 1.445
C -14.226 10.476 0.852
C -14.684 9.736 -0.420
C -15.087 10.703 -1.531
C -15.513 12.122 -1.024
C -18.043 13.500 2.105
C -19.305 14.399 1.863
C -20.407 14.008 2.831
C -19.937 13.895 4.321
C -18.464 14.178 4.495
C -17.532 13.427 3.559
H -13.150 18.040 2.307
H -13.381 16.359 3.112
H -12.418 16.253 0.825
H -13.727 17.198 0.137
H -13.606 14.241 0.769
H -14.449 15.071 -0.542
H -15.213 14.627 2.411
H -17.068 16.269 2.337
H -16.563 16.860 0.776
H -15.475 17.471 3.546
H -15.388 18.385 2.047
H -17.122 11.518 0.219
H -15.957 10.847 2.132
H -14.896 12.173 2.098
H -14.002 9.822 1.681
H -13.278 11.031 0.598
H -15.566 9.096 -0.193
H -13.875 9.113 -0.828
H -15.905 10.283 -2.115
H -14.269 10.845 -2.346
H -16.295 12.579 -1.698
H -14.671 12.802 -1.064
H -18.413 12.503 1.789
H -19.716 14.278 0.831
H -19.122 15.472 2.004
H -20.754 12.994 2.594
H -21.234 14.686 2.821
H -20.222 12.906 4.736
H -20.499 14.594 5.001
H -18.126 13.956 5.548
H -18.334 15.292 4.407
H -17.454 12.409 3.926
H -16.529 13.815 3.727
N -18.927 13.088 -2.529
P -19.485 11.624 -2.672
C -20.980 11.383 -3.598
C -21.122 12.017 -4.834
C -22.245 11.883 -5.598
C -23.329 11.118 -5.135
C -23.218 10.507 -3.885
C -22.056 10.546 -3.146
C -18.304 10.666 -3.587
C -17.136 11.205 -4.103
C -16.275 10.438 -4.871
C -16.699 9.167 -5.282
C -17.788 8.558 -4.658
C -18.572 9.310 -3.795
C -19.997 10.881 -1.117
C -19.618 9.580 -0.754
C -20.234 9.018 0.327
C -21.273 9.639 1.025
C -21.645 10.944 0.639
C -21.068 11.486 -0.501
H -20.378 12.715 -5.199
H -22.327 12.430 -6.533
H -24.233 11.099 -5.743
H -24.090 9.922 -3.514
H -21.933 9.817 -2.333
H -16.919 12.263 -3.936
H -15.406 10.929 -5.254
H -16.087 8.674 -6.026
H -18.055 7.531 -4.868
H -19.458 8.824 -3.333
H -18.849 9.099 -1.363
H -19.789 8.063 0.752
H -21.765 9.058 1.791
H -22.366 11.511 1.225
H -21.405 12.468 -0.799

Record 2
26
Properties=species:S:1:pos:R:3 method="wB97M-V/def2-TZVPD" e_homo_ev=-12.83 charge=+1 relative_energy_ev=0.331 smiles="CC[C@@H]1C=c2c(c(Br)cn(C)c2=O)=[NH+]1" homo_lumo_gap_ev=7.28
C 1.804 2.275 -1.387
C 1.849 2.649 0.084
C 1.093 1.636 0.957
C 1.380 0.168 0.814
C 0.224 -0.491 0.508
C -0.903 0.419 0.449
C -2.176 -0.071 0.197
Br -3.674 1.145 0.066
C -2.290 -1.410 -0.098
N -1.267 -2.300 -0.099
C -1.514 -3.685 -0.344
C 0.075 -1.896 0.333
O 0.894 -2.773 0.309
N -0.342 1.792 0.717
H 2.436 1.346 -1.677
H 2.387 3.099 -1.846
H 0.874 1.972 -1.825
H 1.244 3.556 0.389
H 2.944 2.618 0.408
H 1.345 1.905 2.022
H 2.393 -0.312 0.837
H -3.236 -1.918 -0.198
H -0.529 -4.147 -0.049
H -2.348 -4.164 0.309
H -1.787 -3.952 -1.372
H -0.875 2.540 0.496

Record 3
23
Properties=species:S:1:pos:R:3 method="wB97M-V/def2-TZVPD" e_homo_ev="-14.13 / -14.13" multiplicity=2 charge=+1 relative_energy_ev=2.582 s2=0.7569 homo_lumo_gap_ev="8.75 / 4.32"
C -2.656 -0.466 -0.845
C -0.407 -0.951 -1.363
N -1.206 -0.847 -0.385
H -3.251 -1.346 -0.455
H -2.914 -0.353 -1.836
H -2.822 0.452 -0.162
H 0.521 -1.485 -1.236
H -0.500 -0.702 -2.487
H -0.126 -3.170 2.024
H -1.105 -3.295 0.792
O -0.206 -3.558 1.096
H 0.136 1.763 -1.855
H -1.069 2.674 -1.919
O -0.834 1.794 -2.093
H 0.060 -0.332 1.699
H 1.227 -1.255 1.827
O 0.862 -0.468 2.250
H 3.042 2.638 -0.967
H 2.033 2.041 0.131
O 2.120 2.150 -0.844
H 1.714 1.098 2.299
H 3.155 1.658 2.123
O 2.225 1.959 2.207

Record 4
6
Properties=species:S:1:pos:R:3 method="wB97M-V/def2-TZVPD" e_homo_ev="-9.66 / -9.66" charge=0 relative_energy_ev=6.388 homo_lumo_gap_ev="8.41 / 8.41"
C 0.077 -0.632 0.228
N -0.680 0.418 0.109
O -0.311 -2.445 -0.054
O 1.591 1.205 -0.834
S 0.989 0.946 0.432
H -1.668 0.508 0.119

Record 5
82
Properties=species:S:1:pos:R:3 method="wB97M-V/def2-TZVPD" e_homo_ev=-11.32 charge=+1 homo_lumo_gap_ev=7.40
C 2.159 -0.426 3.702
C 2.501 -0.869 2.303
C 3.139 -2.096 2.093
C 3.442 -2.468 0.786
C 3.091 -1.597 -0.298
C 2.455 -0.392 -0.063
C 2.081 0.506 -1.211
C 0.646 0.227 -1.730
C 0.666 -1.116 -2.561
Cl -0.111 -2.400 -1.641
C 0.109 -0.989 -3.985
C -0.225 -2.342 -4.619
Cl 1.365 -0.204 -4.989
N 0.290 1.385 -2.631
C -0.268 2.434 -2.003
N 0.035 3.695 -2.326
P 1.130 4.177 -3.573
N 1.351 5.682 -3.628
O 2.468 3.349 -3.276
O 0.596 3.515 -4.897
N -1.201 2.246 -1.041
P -2.754 3.148 -1.399
N -2.963 4.139 -0.264
C -1.428 0.792 -0.741
O -2.194 0.152 -1.697
C -2.085 0.669 0.644
C -3.584 0.426 0.673
C -4.008 0.138 2.140
N -5.200 -0.683 2.288
O -0.143 0.232 -0.599
C 2.180 -0.059 1.257
H 1.102 -0.582 3.898
H 2.736 -0.978 4.434
H 2.366 0.632 3.824
H 3.379 -2.720 2.938
H 3.945 -3.436 0.624
H 3.353 -1.924 -1.302
H 2.040 1.521 -0.810
H 2.809 0.485 -2.018
H 1.711 -1.360 -2.703
H -0.802 -0.405 -3.994
H 0.529 -3.074 -4.350
H -0.213 -2.226 -5.696
H -1.202 -2.675 -4.294
H 1.147 1.615 -3.130
H -0.415 4.453 -1.821
H 0.843 6.247 -2.960
H 2.689 3.416 -2.339
H 1.317 3.086 -5.384
H -2.459 3.712 -2.650
H -3.782 2.218 -1.626
H -3.841 4.082 0.240
H -2.098 0.550 -2.569
H -1.818 1.551 1.219
H -1.603 -0.193 1.103
H -4.127 1.323 0.387
H -3.883 -0.437 0.090
H -4.105 1.066 2.695
H -3.174 -0.398 2.597
H -5.992 -0.178 1.908
H -5.088 -1.516 1.726
H 1.668 0.870 1.470
F -1.982 6.309 1.266
As -3.182 6.789 2.437
F -2.413 8.329 2.583
F -2.178 6.146 3.697
F -4.375 7.240 3.598
F -3.946 5.212 2.264
F -4.181 7.387 1.152
Cs 5.791 -1.454 0.529
C 3.078 -7.877 3.040
C 1.644 -7.445 2.755
C 1.536 -5.973 2.336
C 2.028 -5.087 3.390
N 2.396 -4.414 4.233
H 3.504 -7.319 3.875
H 3.112 -8.933 3.303
H 3.715 -7.728 2.166
H 1.031 -7.614 3.641
H 1.230 -8.062 1.957
H 0.499 -5.709 2.127
H 2.118 -5.791 1.430

Record 6
51
Properties=species:S:1:pos:R:3 method="wB97M-V/def2-TZVPD" e_homo_ev=-7.71 charge=0 homo_lumo_gap_ev=7.53
Zr 0.241 -2.689 1.688
Cl 0.444 -0.383 1.586
Cl 1.256 -3.375 -0.342
H -1.204 -2.895 1.211
H -0.506 -2.355 3.066
P -0.532 2.688 -0.960
C -0.020 4.043 0.264
C 0.250 3.222 -2.580
C -2.377 3.053 -1.148
C 1.116 3.528 1.143
H -0.904 4.135 0.900
C 0.302 5.424 -0.288
H 1.202 5.418 -0.898
H 0.480 6.122 0.532
H -0.502 5.834 -0.894
H 0.863 2.574 1.601
H 1.340 4.240 1.940
H 2.031 3.382 0.571
H -2.682 3.188 -0.106
C -3.108 1.816 -1.661
C -2.783 4.302 -1.915
H -2.368 5.207 -1.481
H -3.870 4.411 -1.913
H -2.469 4.259 -2.956
H -2.853 0.935 -1.077
H -2.867 1.601 -2.700
H -4.189 1.961 -1.603
C 1.760 3.034 -2.482
H 0.035 4.276 -2.766
C -0.295 2.397 -3.739
H 2.210 3.643 -1.702
H 2.238 3.305 -3.425
H 2.007 1.994 -2.270
H -0.197 1.330 -3.542
H 0.262 2.617 -4.651
H -1.342 2.603 -3.942
C 2.535 -7.102 4.298
C 1.757 -6.393 3.239
C 1.064 -6.981 2.200
C 0.477 -5.925 1.524
N 0.834 -4.770 2.131
N 1.601 -5.059 3.169
C -0.424 -6.062 0.341
H 1.860 -7.787 4.855
H 3.355 -7.688 3.837
H 2.967 -6.371 5.014
H 0.976 -8.038 1.980
H 1.996 -4.348 3.824
H 0.132 -6.537 -0.495
H -1.290 -6.701 0.609
H -0.812 -5.079 0.012

Record 7
156
Properties=species:S:1:pos:R:3 method="wB97M-V/def2-TZVPD" e_homo_ev=-8.09 charge=0 smiles="CN(C)P(=O)(N(C)C)N(C)C.CN(C)P(=O)(N(C)C)N(C)C.CN(C)P(=O)(N(C)C)N(C)C.CNC(C)=O.CNC(C)=O.CNC(C)=O.c1ccncc1.c1ccncc1.c1ccncc1" homo_lumo_gap_ev=7.95
C 7.698 0.005 -1.703
N 7.933 1.359 -1.184
C 8.496 2.171 -2.272
P 6.990 2.160 -0.009
O 7.665 3.388 0.502
N 5.476 2.334 -0.803
C 5.245 3.568 -1.579
C 4.676 1.216 -1.252
N 6.656 1.001 1.249
C 5.623 1.300 2.232
C 7.754 0.212 1.794
H 7.078 -0.572 -1.017
H 8.696 -0.402 -1.866
H 7.235 0.047 -2.689
H 7.658 2.688 -2.739
H 9.090 1.661 -3.030
H 9.079 2.982 -1.836
H 5.574 4.482 -1.085
H 5.450 3.479 -2.646
H 4.157 3.613 -1.633
H 4.838 0.421 -0.524
H 3.620 1.482 -1.282
H 4.964 0.993 -2.280
H 4.683 1.258 1.682
H 5.612 0.563 3.035
H 5.794 2.204 2.816
H 8.319 0.660 2.611
H 8.454 0.085 0.969
H 7.382 -0.760 2.120
C -3.831 -3.636 1.203
N -5.012 -3.394 0.397
C -6.096 -2.718 1.164
P -5.083 -3.412 -1.283
O -6.464 -3.196 -1.805
N -3.961 -2.254 -1.816
C -2.558 -2.375 -1.565
C -4.275 -1.238 -2.845
N -4.376 -4.893 -1.833
C -4.160 -4.885 -3.288
C -4.797 -6.210 -1.287
H -3.125 -4.268 0.665
H -4.096 -4.080 2.162
H -3.336 -2.680 1.375
H -7.067 -3.004 0.760
H -5.904 -1.645 1.173
H -6.085 -3.003 2.216
H -2.401 -1.927 -0.584
H -2.110 -3.369 -1.540
H -1.915 -1.763 -2.197
H -4.251 -0.229 -2.435
H -3.545 -1.300 -3.653
H -5.271 -1.462 -3.225
H -5.096 -4.970 -3.842
H -3.525 -4.045 -3.570
H -3.708 -5.760 -3.755
H -5.739 -6.323 -1.822
H -4.857 -6.084 -0.206
H -4.044 -6.913 -1.645
C -0.895 -0.820 2.000
N -1.844 -0.371 3.063
C -1.257 -0.478 4.398
P -3.149 0.647 2.673
O -3.778 0.405 1.336
N -4.320 0.535 3.892
C -4.034 0.912 5.270
C -5.632 -0.131 3.653
N -2.579 2.316 2.792
C -3.421 3.489 2.411
C -1.179 2.575 2.560
H -1.360 -0.630 1.033
H -0.726 -1.896 2.002
H 0.010 -0.226 2.128
H -1.162 0.419 5.010
H -0.409 -1.162 4.423
H -1.901 -1.085 5.035
H -3.258 1.668 5.386
H -4.918 1.338 5.744
H -3.823 -0.025 5.786
H -5.449 -1.115 3.221
H -6.287 -0.252 4.516
H -6.224 0.446 2.942
H -3.376 3.761 1.357
H -4.462 3.329 2.694
H -3.106 4.294 3.075
H -0.856 3.554 2.915
H -1.003 2.633 1.486
H -0.544 1.841 3.057
C 3.233 4.789 1.676
N 1.890 5.255 1.371
C 1.270 4.909 0.223
C -0.132 5.457 -0.057
O 1.718 4.202 -0.703
H 3.578 4.986 2.691
H 3.942 5.348 1.065
H 3.429 3.738 1.467
H 1.573 6.031 1.935
H -0.308 6.321 0.584
H -0.820 4.659 0.222
H -0.196 5.637 -1.130
C -3.784 2.502 -1.491
N -4.972 1.983 -0.770
C -6.248 2.379 -0.793
C -7.242 1.753 0.205
O -6.584 3.298 -1.540
H -3.928 3.548 -1.761
H -3.722 2.004 -2.458
H -2.896 2.457 -0.859
H -4.725 1.209 -0.170
H -7.358 0.711 -0.094
H -8.242 2.185 0.162
H -6.882 1.802 1.232
C 0.260 -4.497 0.415
N 0.603 -4.244 1.806
C -0.087 -4.589 2.854
C 0.428 -4.155 4.200
O -1.085 -5.253 2.899
H -0.536 -5.234 0.296
H 1.087 -4.744 -0.250
H -0.213 -3.570 0.091
H 1.562 -3.960 1.942
H 0.843 -4.968 4.795
H -0.277 -3.554 4.775
H 1.272 -3.498 3.988
C -0.386 3.979 -3.519
C -0.967 2.812 -3.893
C -1.624 2.854 -5.176
N -1.735 3.891 -5.948
C -1.131 4.980 -5.517
C -0.464 5.083 -4.282
H 0.227 3.891 -2.634
H -0.816 1.851 -3.424
H -2.026 2.002 -5.703
H -1.136 5.789 -6.233
H 0.039 5.975 -3.938
C 2.304 -0.016 0.472
C 1.547 1.121 0.352
C 0.467 1.156 -0.545
N 0.094 0.076 -1.246
C 0.875 -1.053 -1.190
C 1.983 -1.115 -0.329
H 3.188 -0.163 1.075
H 1.775 2.042 0.869
H -0.014 2.117 -0.644
H 0.688 -1.824 -1.923
H 2.679 -1.941 -0.316
C 4.503 -5.381 -2.404
C 4.709 -4.864 -1.155
C 5.172 -3.516 -1.050
N 5.462 -2.777 -2.211
C 5.245 -3.335 -3.426
C 4.772 -4.658 -3.590
H 4.239 -6.424 -2.506
H 4.408 -5.345 -0.236
H 5.169 -2.924 -0.147
H 5.448 -2.615 -4.204
H 4.583 -5.097 -4.558

Record 8
42
Properties=species:S:1:pos:R:3 method="wB97M-V/def2-TZVPD" e_homo_ev=0.20 charge=-2 homo_lumo_gap_ev=4.88
C 0.169 -0.044 -2.237
C 1.585 -0.161 -2.149
C 2.076 0.720 -1.168
C 2.420 -1.023 -3.005
C 0.993 1.497 -0.701
C -0.225 1.014 -1.368
C -1.444 1.855 -1.619
C -0.586 -0.546 -3.398
C 3.499 0.924 -0.867
C 1.198 2.890 -0.191
Hf 0.215 -0.520 0.291
Cl 1.929 -2.184 0.392
Cl -1.707 -1.850 -0.173
Cl 0.868 0.606 2.170
H 1.832 -1.915 -3.315
H 3.275 -1.411 -2.410
H 2.831 -0.544 -3.916
H 3.953 -0.040 -0.596
H 3.644 1.556 0.009
H 4.078 1.331 -1.705
H 1.960 2.869 0.605
H 0.261 3.278 0.241
H 1.557 3.523 -1.011
H -1.668 2.545 -0.784
H -2.299 1.158 -1.657
H -1.348 2.405 -2.575
H -0.479 -1.637 -3.466
H -0.211 -0.126 -4.338
H -1.651 -0.363 -3.310
O -2.717 1.050 0.672
H -3.340 0.630 0.078
C -2.374 -1.742 4.827
C -1.292 -2.566 4.459
C -0.651 -2.392 3.209
C -1.082 -1.331 2.382
C -2.231 -0.560 2.666
C -2.828 -0.727 3.946
H -2.906 -1.864 5.778
H -1.036 -3.374 5.144
H 0.160 -3.079 2.932
H -2.749 0.196 1.934
H -3.683 -0.046 4.227